Record 1
Computed, not measured: a structure of composition C22H50N3OP3Pr in a non-equilibrium geometry, with ωB97M-V with the def2-TZVPD basis set.

- multiplicity = 3
- max |F| (eV/A) = 7.1
- relative energy (zero: lowest compared OMol25 entry of this formula, charge and spin) (eV) = 2.414
- total energy (eV) = -72050.7313
- total charge = +3
- Kohn-Sham gap (spin up / spin down) (eV) = 5.41 / 5.46
- LUMO energy (spin up / spin down) (eV) = -10.80 / -10.76
- expectation value of S² = 2.004

XYZ file:
```
80
Properties=species:S:1:pos:R:3:forces:R:3:mulliken_charge:R:1
Pr -0.6596 -0.0198 -0.4005 2.367 -4.728 4.066 -0.264
P 1.4545 1.5898 0.9293 1.027 0.696 0.789 1.129
P -1.4915 2.2989 -1.7239 -0.691 6.116 -3.460 1.000
P 1.6303 -0.4833 -2.2124 1.331 -0.599 -0.885 0.991
H -1.7773 -4.7035 -1.3460 0.495 0.096 0.169 0.345
C -0.7055 -4.9336 -1.3302 0.938 -1.363 1.153 -0.600
C 0.0280 -4.9682 -0.1824 -1.157 1.651 -1.231 -0.528
H -0.4106 -4.4856 0.7102 0.294 -0.660 -0.270 0.190
C 0.9352 2.2848 2.5433 -0.442 0.094 0.165 -1.355
C 2.2781 3.0497 0.2136 0.029 0.144 -0.331 -1.415
C 2.8973 0.5904 1.4620 0.060 -0.420 -0.191 -1.129
C -2.9315 2.3797 -2.8444 0.019 -0.282 0.324 -1.502
C -1.8298 3.7861 -0.5703 -0.339 -0.795 2.122 -1.161
C -0.2052 3.2924 -2.6726 0.795 -0.984 -0.283 -1.174
C 2.3521 -2.1174 -1.7694 -0.306 -0.095 0.319 -1.109
C 3.1850 0.4925 -2.3093 -0.057 0.381 0.096 -1.384
C 1.2739 -0.7037 -3.9954 -0.371 0.155 -0.026 -1.077
H -0.3067 -5.4208 -2.2355 -0.180 0.470 0.362 0.327
H 1.0885 -5.2192 -0.1578 -0.371 -0.274 -0.013 0.348
H 1.0672 1.5527 3.3513 -0.071 0.151 -0.252 0.301
H -0.1255 2.5634 2.4933 0.182 0.072 0.214 0.295
H 1.5210 3.1835 2.7827 -0.147 -0.292 -0.029 0.581
H 1.5284 3.8109 -0.0347 0.232 -0.036 0.081 0.412
H 2.8213 2.7783 -0.6987 -0.096 0.129 0.178 0.288
H 2.9860 3.4727 0.9398 -0.191 -0.111 -0.210 0.542
H 2.6030 -0.0820 2.2792 0.067 0.167 -0.215 0.251
H 3.7145 1.2379 1.8118 -0.280 -0.140 -0.087 0.460
H 3.2630 -0.0243 0.6290 0.024 0.133 0.304 0.191
H -3.2361 3.4210 -3.0200 0.187 -0.335 0.115 0.555
H -3.7432 1.8171 -2.3608 0.019 0.301 -0.249 0.459
H -2.6640 1.8755 -3.7845 -0.083 0.355 0.281 0.551
H -2.1166 4.7060 -1.1150 0.157 -0.927 -0.563 0.490
H -0.9406 4.0552 0.0306 -0.282 -0.423 -0.347 0.326
H -2.6523 3.5719 0.1407 0.393 0.061 -0.362 0.422
H -0.6117 4.2473 -3.0556 -0.349 -0.640 0.347 0.506
H 0.1687 2.7187 -3.5361 -0.124 0.193 0.270 0.337
H 0.6593 3.5590 -2.0413 -0.396 -0.312 -0.125 0.276
H 3.0634 -2.4453 -2.5414 -0.212 0.161 0.199 0.495
H 1.5624 -2.8729 -1.6591 0.201 0.068 -0.070 0.154
H 2.8820 -2.0312 -0.8097 -0.084 -0.082 -0.240 0.341
H 3.8676 0.0496 -3.0520 -0.308 0.070 0.257 0.500
H 3.7014 0.5303 -1.3404 -0.146 -0.019 -0.322 0.392
H 2.9560 1.5193 -2.6198 0.145 -0.165 -0.006 0.351
H 2.1762 -1.0577 -4.5131 -0.240 0.101 0.167 0.507
H 0.9733 0.2651 -4.4195 0.091 -0.264 -0.024 0.325
H 0.4516 -1.4168 -4.1500 0.246 0.199 0.043 0.270
C -2.3040 -1.2942 -3.1314 -0.422 -1.379 -1.102 0.352
C -3.2038 -0.6475 -3.9789 -0.008 0.243 0.042 -0.788
C -3.4917 -1.1832 -5.2537 0.138 0.056 0.210 -0.836
C -2.8367 -2.3355 -5.7116 0.078 0.167 0.352 -0.599
C -1.9974 -3.0414 -4.8362 -0.330 0.261 0.300 -0.293
C -1.8337 -2.5712 -3.5240 0.786 0.368 0.353 -0.022
O -1.8987 -0.7783 -1.9022 -0.147 0.601 -0.909 -0.134
H -1.3533 0.8217 -1.8434 -1.832 1.374 -2.456 0.149
H -3.6508 0.2830 -3.6094 -0.088 -0.829 -0.585 0.683
H -4.2271 -0.6951 -5.9071 0.431 -0.116 0.396 0.422
H -2.9916 -2.6960 -6.7320 -0.015 0.161 0.410 0.430
H -1.4844 -3.9554 -5.1776 -0.457 0.461 0.372 0.440
H -1.3004 -3.1660 -2.7671 -0.008 0.395 -0.610 -0.077
C 0.6193 -2.3616 3.8804 0.071 -0.251 -0.149 -1.065
N -0.4710 -1.3894 3.9687 -0.192 0.268 -0.765 0.209
C -0.4668 -0.5959 5.1922 -0.161 0.181 0.832 -1.268
C -1.0624 -0.9445 2.8321 0.669 -0.453 0.442 0.289
N -0.5643 -1.2168 1.6234 0.090 -0.011 -0.334 -0.030
N -2.1806 -0.1830 2.8712 0.289 0.040 -0.605 0.166
C -3.0297 -0.0690 4.0405 -0.583 0.302 0.673 -1.193
C -2.6804 0.3488 1.6096 0.109 0.014 0.688 -0.515
H 1.5263 -1.9302 3.4206 -0.228 -0.110 0.141 0.316
H 0.8686 -2.6591 4.9038 -0.050 -0.098 -0.390 0.443
H 0.3058 -3.2537 3.3221 0.101 0.223 0.167 0.352
H -0.4202 0.4861 5.0005 -0.085 -0.349 -0.024 0.407
H -1.3342 -0.8296 5.8197 0.339 0.202 -0.024 0.375
H 0.4285 -0.8788 5.7541 -0.238 0.225 -0.097 0.432
H 0.2604 -1.8210 1.6264 -0.274 0.112 0.384 0.090
H -2.7260 0.7735 4.6772 -0.161 -0.288 -0.113 0.382
H -4.0501 0.1230 3.6966 0.154 -0.163 0.175 0.457
H -3.0277 -0.9946 4.6276 -0.058 0.243 -0.289 0.382
H -1.9471 1.1166 1.2280 -0.703 -0.132 0.303 -0.119
H -2.8774 -0.4717 0.8810 0.026 0.422 0.208 0.371
H -3.6232 0.8783 1.8055 0.384 -0.161 -0.223 0.581
```
Positions in Å, forces in eV/Å.

***

Record 2
Computed, not measured: a cluster of 3 separate species, C22H50NO8P2S in total in a non-equilibrium geometry, with ωB97M-V with the def2-TZVPD basis set.

- max |F| (eV/A) = 10.4
- relative energy (zero: lowest compared OMol25 entry of this formula, charge and spin) (eV) = 3.533
- total energy (eV) = -70889.6284
- total charge = +1
- Kohn-Sham gap (eV) = 7.88
- LUMO energy (eV) = -3.47

XYZ file:
```
84
Properties=species:S:1:pos:R:3:forces:R:3:mulliken_charge:R:1
C -4.6559 1.8466 -2.1321 4.744 5.571 7.369 -0.180
C -4.1801 2.6330 -1.0392 -2.047 -4.932 -7.682 -0.203
C -3.4151 3.6892 -0.0112 -3.783 -0.871 -0.965 -0.404
S -1.5461 3.6298 -0.1020 0.018 -0.847 0.474 0.206
C -0.9115 2.5057 -1.4582 1.559 -1.050 -1.827 -0.145
C 0.2446 3.3627 -2.2981 -0.113 -0.104 0.427 -0.837
C -0.9039 2.8178 1.5039 1.271 -0.512 0.932 -0.730
C -0.6226 3.9036 2.6995 0.151 -0.506 1.286 -0.448
C 0.5662 3.2418 3.6689 -0.219 -0.843 -0.183 -0.379
C 0.2524 3.4640 5.2795 0.994 -0.518 -0.543 -0.683
C -0.5452 2.1682 5.9260 -0.751 0.788 0.355 -0.490
N 0.2049 0.8587 5.8219 -0.484 0.226 0.127 -0.478
H -4.7094 1.1545 -3.1034 -0.229 1.838 2.800 0.219
H -3.8296 3.4960 1.0852 1.322 0.273 -2.275 0.350
H -3.8108 4.7693 -0.3307 1.325 -2.349 0.643 0.404
H -0.3543 1.5597 -0.9894 -1.650 2.152 -0.708 0.355
H -1.7083 2.1641 -2.2438 1.063 0.687 2.059 0.037
H 1.0416 2.5681 -2.6864 -1.734 1.917 0.877 0.315
H -0.2368 3.9307 -3.2230 1.073 -1.185 2.167 0.300
H 0.7371 4.1318 -1.5337 -0.810 -1.663 -1.964 0.271
H 0.1619 2.3762 1.1984 -2.387 1.012 0.346 0.432
H -1.5710 1.9141 1.8497 1.135 1.907 -0.840 0.370
H -0.2585 4.9555 2.3363 -0.911 -2.093 0.416 0.338
H -1.5625 4.0211 3.4252 1.842 -0.156 -1.949 0.280
H 0.5742 2.0715 3.4836 0.016 2.284 0.457 0.190
H 1.6351 3.6266 3.3408 -2.308 -0.605 0.753 0.335
H -0.3459 4.4800 5.3769 1.225 -2.215 0.200 0.316
H 1.3119 3.5375 5.8105 -2.339 0.079 -0.985 0.289
H -1.5868 2.1079 5.3459 2.211 -0.190 1.289 0.247
H -0.7712 2.3655 7.0595 0.197 0.140 -2.162 0.325
H -0.3790 0.0393 6.1398 0.857 1.508 -0.410 0.237
H 1.0920 0.8487 6.3714 -1.176 0.191 -0.527 0.162
O 3.7560 -1.5181 5.7255 2.380 -3.213 2.307 -0.727
P 5.2721 -1.5296 5.4116 -2.038 7.584 -5.892 1.037
O 5.4915 0.0822 5.7193 0.020 -0.365 0.517 -0.392
C 5.6195 0.4784 7.0721 0.292 0.236 0.295 -0.314
C 6.9248 -0.0099 7.6763 0.103 -0.101 0.063 -0.973
O 5.0706 -1.4129 3.7585 0.393 -1.309 0.445 -0.354
C 3.8569 -1.8681 3.1691 -0.391 0.068 -0.070 -0.489
C 2.8256 -0.7498 3.0882 -0.005 0.335 -0.086 -0.904
O 6.9661 -1.5425 5.0608 -1.418 -2.483 2.383 -0.238
C 7.5959 -2.7870 5.3359 0.625 -0.664 -0.186 -0.243
C 6.9926 -3.9313 4.5400 0.139 0.023 -0.282 -1.086
H 4.7633 0.1183 7.6492 -0.051 0.021 0.046 0.253
H 5.6029 1.5699 7.0968 -0.085 -0.049 -0.170 0.347
H 6.9191 -1.1009 7.7823 0.050 0.047 0.063 0.188
H 7.0760 0.4170 8.6690 -0.036 -0.023 -0.009 0.423
H 7.7744 0.2571 7.0402 -0.177 -0.003 0.099 0.242
H 3.4673 -2.7347 3.7122 -0.039 0.234 0.000 0.342
H 4.0872 -2.2189 2.1587 0.226 0.099 0.091 0.376
H 2.7694 -0.1601 4.0093 -0.009 -0.337 -0.035 0.247
H 1.8326 -1.1536 2.8736 0.047 0.009 0.017 0.340
H 3.0916 -0.0440 2.2927 0.007 -0.135 0.014 0.283
H 7.5248 -2.9917 6.4082 0.215 -0.078 0.017 0.266
H 8.6559 -2.6827 5.0852 -0.154 0.153 0.040 0.369
H 5.9434 -4.0925 4.8059 -0.084 -0.066 0.076 0.325
H 7.5350 -4.8619 4.7322 -0.099 0.113 0.005 0.415
H 7.0239 -3.7145 3.4651 0.026 -0.039 0.253 0.251
O -6.0413 -1.0865 -7.2248 0.465 -2.811 3.740 -0.709
P -4.6943 -1.8474 -7.1632 1.955 4.762 -8.476 1.055
O -3.7589 -0.4857 -7.2695 0.004 0.160 0.915 -0.394
C -3.5624 0.2669 -6.0870 0.333 0.052 -0.064 -0.415
C -2.6977 -0.4801 -5.0863 0.013 -0.215 0.079 -0.691
O -4.6880 -2.2463 -8.7842 -0.151 -1.083 1.218 -0.357
C -5.9226 -2.3207 -9.4898 -0.496 0.244 -0.317 -0.343
C -6.2878 -0.9791 -10.1125 0.180 0.205 -0.203 -1.055
O -3.1893 -2.6976 -7.0943 -2.472 -0.572 2.669 -0.233
C -3.2509 -3.9065 -6.3487 0.231 -0.873 0.080 -0.250
C -4.2627 -4.8872 -6.9156 0.138 -0.137 -0.228 -1.096
H -4.5283 0.5312 -5.6477 -0.130 0.081 0.017 0.282
H -3.0594 1.1943 -6.3687 -0.103 -0.046 -0.169 0.346
H -3.2300 -1.3517 -4.6880 0.094 0.032 0.052 0.226
H -2.4385 0.1618 -4.2428 0.013 0.062 0.073 0.084
H -1.7772 -0.8400 -5.5564 -0.167 0.103 0.067 0.326
H -6.7181 -2.6887 -8.8346 0.093 0.187 -0.062 0.327
H -5.8099 -3.0664 -10.2825 0.245 0.037 0.129 0.380
H -6.1274 -0.1389 -9.4288 -0.139 -0.286 0.066 0.287
H -7.3334 -0.9722 -10.4315 0.096 -0.020 0.007 0.331
H -5.6576 -0.7820 -10.9876 -0.124 -0.102 0.099 0.294
H -3.4932 -3.6703 -5.3083 0.132 -0.153 0.120 0.257
H -2.2533 -4.3557 -6.3657 -0.061 0.198 -0.042 0.369
H -5.2791 -4.4848 -6.8662 -0.099 0.000 0.059 0.325
H -4.2451 -5.8261 -6.3541 -0.031 0.133 -0.050 0.410
H -4.0493 -5.0974 -7.9710 -0.018 0.054 0.262 0.259
```
Positions in Å, forces in eV/Å.